This record from the OMol25 dataset describes C35H42AsCl2N2O4Ti as an isolated structure. The level of theory is wB97M-V/def2-TZVPD.

Last column: Mulliken charge in e.
Positions of all 87 atoms, in Å:
1 O 1.42190 -1.25053 -2.44534  -0.1346
2 C 1.93487 -0.71209 -3.47600  -0.6067
3 C 2.28837 -1.57057 -4.59220  0.7756
4 C 2.38799 -2.98039 -4.43736  -0.4302
5 H 2.27661 -3.42874 -3.44102  0.4514
6 C 2.63782 -3.76759 -5.56498  -0.6330
7 H 2.70773 -4.84780 -5.44902  0.3306
8 C 2.80066 -3.19085 -6.83072  -0.5244
9 H 3.02464 -3.81274 -7.69611  0.3427
10 C 2.69080 -1.80559 -6.96933  -0.3990
11 H 2.82566 -1.35164 -7.94651  0.3411
12 C 2.42057 -0.99624 -5.87602  -0.6367
13 H 2.29033 0.08997 -5.97324  0.3392
14 H 1.93859 0.38171 -3.52559  0.4395
15 C 3.62611 0.65453 -1.36853  -1.4175
16 C 2.23093 1.01742 -1.16585  1.1697
17 H 4.26168 0.99456 -0.52724  0.4584
18 H 4.01366 1.12542 -2.29120  0.3104
19 H 3.74895 -0.43445 -1.45586  0.1884
20 C 1.67386 2.11235 -0.65930  -0.6317
21 C 2.30898 3.03933 0.33837  -1.3279
22 H 0.65676 2.39963 -0.93964  -0.0460
23 H 3.29634 3.38585 -0.00205  0.4867
24 H 2.44330 2.56240 1.32109  0.0943
25 H 1.66178 3.90697 0.49000  0.3016
26 Ti 0.40437 -0.56067 -0.99397  -0.3288
27 Cl 1.36066 -2.38314 0.16631  -0.6532
28 Cl -0.51925 0.95508 -2.55340  -0.5428
29 H -0.95012 -4.73304 -3.27185  0.3563
30 H -1.70547 -5.84052 -1.57424  0.3050
31 C -0.89313 -3.72104 -2.85822  -0.8473
32 C -1.53308 -5.06205 -0.82397  -0.9692
33 N -1.44049 -3.77919 -1.49686  0.3142
34 H -1.47463 -3.03473 -3.48442  0.2801
35 C -1.63310 -2.67186 -0.79762  0.2144
36 O -1.26264 -1.53656 -1.23746  -0.6221
37 H -2.36642 -5.01276 -0.11591  0.3505
38 H -2.10715 -2.75248 0.19499  0.0406
39 H 0.14941 -3.38578 -2.85378  0.1897
40 H -0.61010 -5.28573 -0.26448  0.2977
41 H -3.06346 4.07633 0.20507  0.2238
42 H -5.01237 3.01434 -2.54587  0.3310
43 C -2.66730 4.03632 -0.81803  -0.7947
44 C -3.93033 3.05693 -2.73792  -0.9896
45 N -3.17091 2.86777 -1.51242  0.3958
46 H -1.56762 4.01327 -0.77135  0.2345
47 C -3.01929 1.63170 -0.97898  -0.2238
48 O -2.58713 1.39677 0.15791  -0.5408
49 H -3.67057 2.26483 -3.45023  0.3158
50 H -3.29835 0.81189 -1.67696  0.2962
51 H -2.98356 4.91530 -1.37516  0.3589
52 H -3.68866 4.04179 -3.15363  0.3250
53 O 0.09598 0.22720 0.69338  2.3240
54 As -0.15796 0.43872 2.41153  0.5560
55 C 0.01469 2.31237 2.76386  -0.0211
56 C -0.81223 3.20574 2.07649  0.2549
57 C -0.69966 4.58194 2.28967  -0.5877
58 C 0.23270 5.07124 3.21188  -0.5983
59 C 1.03154 4.17836 3.93202  -0.6401
60 C 0.91690 2.79890 3.72337  -0.4186
61 C -1.91801 -0.18177 2.88506  0.0308
62 C -2.84311 0.69293 3.46864  -0.3609
63 C -4.09064 0.21109 3.88255  -0.6942
64 C -4.40342 -1.14269 3.73280  -0.4669
65 C -3.47268 -2.01843 3.16662  -0.7729
66 C -2.22471 -1.54241 2.74480  -0.4656
67 C 1.16853 -0.53607 3.42724  0.1147
68 C 2.49017 -0.58818 2.96925  -0.1994
69 C 3.46061 -1.26141 3.72288  -0.6891
70 C 3.11564 -1.87485 4.92984  -0.4301
71 C 1.80046 -1.80334 5.39810  -0.6917
72 C 0.82462 -1.12875 4.65301  -0.4273
73 H -1.55900 2.81673 1.38362  -0.0410
74 H -1.34904 5.26434 1.73517  0.3317
75 H 0.32480 6.14727 3.36932  0.3581
76 H 1.74617 4.55828 4.66480  0.3700
77 H 1.51853 2.09783 4.30003  0.4293
78 H -2.58569 1.74321 3.59680  0.3680
79 H -4.81372 0.89869 4.31874  0.3853
80 H -5.37562 -1.51497 4.05542  0.3665
81 H -3.71258 -3.07657 3.04827  0.3830
82 H -1.48385 -2.21994 2.31534  0.7851
83 H 2.74589 -0.13318 2.01279  0.3558
84 H 4.48632 -1.30896 3.35608  0.4064
85 H 3.87122 -2.41371 5.50467  0.3529
86 H 1.52789 -2.27944 6.34069  0.3759
87 H -0.19893 -1.06387 5.02138  0.3976

## Properties
Relative energy (zero: lowest compared OMol25 entry of this formula, charge and spin) (kcal/mol): 1.9
Multiplicity: 3
<S²>: 2.03
Net charge: -1
E_tot (eV): -157146.534
Strongest force on any atom (eV Å⁻¹): 5.67
Gap between HOMO and LUMO (spin up / spin down) (Ha): 0.134 / 0.152